Molecular formula: C35H39N5O2SSm
Method: DFT, the ωB97M-V functional and the def2-TZVPD basis

## Properties
HOMO-LUMO gap (alpha / beta) in hartree: 0.225 / 0.226
E in eV: -77210.31451
Energy relative to the best compared isomer or geometry (same formula, charge and spin) in eV: 0.000
HOMO level (alpha / beta) in eV: -9.64 / -9.66
Expectation value of S²: 8.7598
Spin multiplicity: 6
Net charge: +1
Maximum force in hartree/bohr: 0.019

Cartesian coordinates (Å):
Sm (0.35, 0.01, -0.09)
C (3.21, 1.49, -1.12)
N (2.34, 0.44, -1.68)
C (3.14, -0.77, -1.93)
C (1.59, 0.93, -2.82)
C (1.96, 0.61, -4.12)
C (1.21, 1.06, -5.20)
C (0.09, 1.84, -4.96)
C (-0.28, 2.18, -3.67)
C (0.47, 1.76, -2.56)
N (0.15, 2.00, -1.22)
C (-0.64, 3.05, -0.76)
C (-0.89, 4.24, -1.45)
C (-1.72, 5.22, -0.91)
C (-2.31, 5.04, 0.33)
C (-2.01, 3.90, 1.06)
C (-1.17, 2.93, 0.54)
N (-0.71, 1.80, 1.36)
C (0.50, 2.24, 2.10)
C (-1.70, 1.31, 2.32)
H (4.06, 1.66, -1.80)
H (3.59, 1.16, -0.15)
H (2.65, 2.41, -0.99)
H (2.55, -1.52, -2.46)
H (3.45, -1.17, -0.96)
H (4.04, -0.55, -2.50)
H (2.83, -0.01, -4.29)
H (1.50, 0.81, -6.21)
H (-0.52, 2.19, -5.79)
H (-1.17, 2.77, -3.52)
H (-0.43, 4.42, -2.41)
H (-1.90, 6.13, -1.47)
H (-2.96, 5.79, 0.75)
H (-2.41, 3.78, 2.06)
H (0.27, 3.11, 2.72)
H (1.28, 2.53, 1.39)
H (0.87, 1.43, 2.72)
H (-1.91, 2.06, 3.10)
H (-1.32, 0.42, 2.81)
H (-2.63, 1.07, 1.81)
C (-2.89, 0.49, -1.32)
O (-2.11, -0.33, -0.43)
C (-2.76, -1.27, 0.34)
C (-4.12, -1.49, 0.24)
C (-4.73, -2.46, 1.03)
C (-3.97, -3.20, 1.92)
C (-2.61, -2.97, 2.03)
C (-1.99, -2.01, 1.25)
N (-0.57, -1.73, 1.35)
N (0.03, -2.49, 2.16)
C (1.34, -2.39, 2.54)
C (2.25, -1.39, 2.16)
O (1.97, -0.49, 1.25)
C (3.53, -1.33, 2.79)
C (3.89, -2.26, 3.70)
C (3.02, -3.33, 4.08)
C (3.45, -4.29, 5.02)
C (2.62, -5.32, 5.38)
C (1.34, -5.41, 4.80)
C (0.91, -4.48, 3.88)
C (1.74, -3.41, 3.50)
H (-3.59, 1.10, -0.75)
H (-3.42, -0.14, -2.03)
H (-2.17, 1.13, -1.83)
H (-4.72, -0.91, -0.46)
H (-5.79, -2.62, 0.94)
H (-4.44, -3.94, 2.55)
H (-2.02, -3.53, 2.74)
H (4.19, -0.52, 2.50)
H (4.87, -2.20, 4.17)
H (4.44, -4.20, 5.45)
H (2.94, -6.06, 6.09)
H (0.69, -6.22, 5.07)
H (-0.07, -4.58, 3.45)
C (-1.26, -3.57, -1.65)
S (-0.08, -2.30, -2.13)
C (-0.89, -1.66, -3.61)
H (-2.26, -3.16, -1.51)
H (-0.92, -4.01, -0.71)
H (-1.28, -4.35, -2.41)
H (-0.92, -2.43, -4.38)
H (-0.31, -0.81, -3.97)
H (-1.90, -1.34, -3.38)